C20H30N2O5S | ωB97M-V with the def2-TZVPD basis set

## Properties
energy above the lowest of the compared OMol25 structures with the same formula, charge and spin: 17.5 kcal per mole
HOMO: -0.3180 Eh
HOMO-LUMO gap: 0.339 Eh
SMILES string: CS[C@@H](C)[C@@H](O)C(=O)NCC1(O)CCN(C(=O)Cc2ccc(CO)cc2)CC1
multiplicity: 1
LUMO: 0.585 eV

Last column: natural (NBO) charge in e.
Element x y z (Å)
C: -4.21240 0.21863 2.51364  -0.74
S: -2.72182 -0.00907 1.52512  0.19
C: -2.39090 1.73117 1.09177  -0.35
C: -1.78778 2.50249 2.25928  -0.63
C: -1.54539 1.75790 -0.19162  0.02
O: -1.35899 3.06368 -0.68834  -0.69
C: -0.17628 1.11238 0.05235  0.65
O: 0.72509 1.71847 0.60643  -0.64
N: -0.06574 -0.16654 -0.36958  -0.60
C: 1.14192 -0.93766 -0.18574  -0.25
C: 1.96468 -1.06117 -1.46869  0.24
O: 1.08423 -1.73323 -2.37437  -0.73
C: 2.36207 0.30359 -2.03480  -0.43
C: 3.44491 0.98271 -1.19647  -0.23
N: 4.59786 0.10370 -1.05606  -0.44
C: 5.71135 0.15727 -1.84958  0.69
O: 6.49741 -0.77016 -1.91882  -0.63
C: 5.93215 1.45574 -2.62452  -0.52
C: 7.28361 1.53482 -3.27670  -0.02
C: 7.62276 0.68520 -4.32697  -0.17
C: 8.86381 0.77202 -4.92748  -0.21
C: 9.80314 1.70484 -4.49314  -0.07
C: 11.15225 1.75096 -5.15886  -0.07
O: 11.88722 2.87128 -4.69252  -0.72
C: 9.47174 2.55200 -3.44951  -0.16
C: 8.21965 2.46350 -2.85064  -0.21
C: 4.27438 -1.15866 -0.40909  -0.23
C: 3.21259 -1.90800 -1.21346  -0.43
H: -4.54103 -0.77294 2.81865  0.24
H: -4.01306 0.80620 3.40786  0.21
H: -5.00216 0.68610 1.92714  0.21
H: -3.35803 2.16434 0.81836  0.22
H: -1.61675 3.55479 2.01514  0.20
H: -2.46878 2.48197 3.10962  0.21
H: -0.83418 2.07317 2.55798  0.24
H: -2.08222 1.19387 -0.95910  0.18
H: -1.51913 3.70118 0.01310  0.47
H: -0.81220 -0.57407 -0.90718  0.41
H: 1.71623 -0.45430 0.60129  0.23
H: 0.87568 -1.94464 0.14087  0.21
H: 1.52705 -1.82128 -3.22546  0.47
H: 2.74485 0.14967 -3.05084  0.20
H: 1.48174 0.94372 -2.11122  0.23
H: 3.73460 1.92610 -1.64800  0.22
H: 3.05286 1.21602 -0.20420  0.23
H: 5.14432 1.53389 -3.38130  0.23
H: 5.79678 2.30322 -1.95060  0.23
H: 6.91113 -0.05732 -4.66600  0.21
H: 9.11126 0.10322 -5.74506  0.21
H: 11.68994 0.82086 -4.93914  0.17
H: 11.01412 1.80496 -6.24503  0.17
H: 12.76683 2.83985 -5.07657  0.47
H: 10.19135 3.28189 -3.10725  0.22
H: 7.97310 3.13315 -2.03422  0.20
H: 5.18393 -1.74652 -0.33354  0.25
H: 3.91858 -0.94193 0.60163  0.19
H: 2.92820 -2.83579 -0.71093  0.22
H: 3.64788 -2.18293 -2.17991  0.21